(1)
{
  "formula": "C48H132N12O12",
  "method": "ωB97M-V with the def2-TZVPD basis set",
  "elements": ["C", "O", "C", "C", "C", "N", "H", "H", "H", "H", "H", "H", "H", "H", "H", "H", "H", "C", "O", "C", "C", "C", "N", "H", "H", "H", "H", "H", "H", "H", "H", "H", "H", "H", "C", "O", "C", "C", "C", "N", "H", "H", "H", "H", "H", "H", "H", "H", "H", "H", "H", "C", "O", "C", "C", "C", "N", "H", "H", "H", "H", "H", "H", "H", "H", "H", "H", "H", "C", "O", "C", "C", "C", "N", "H", "H", "H", "H", "H", "H", "H", "H", "H", "H", "H", "C", "O", "C", "C", "C", "N", "H", "H", "H", "H", "H", "H", "H", "H", "H", "H", "H", "C", "O", "C", "C", "C", "N", "H", "H", "H", "H", "H", "H", "H", "H", "H", "H", "H", "C", "O", "C", "C", "C", "N", "H", "H", "H", "H", "H", "H", "H", "H", "H", "H", "H", "C", "O", "C", "C", "C", "N", "H", "H", "H", "H", "H", "H", "H", "H", "H", "H", "H", "C", "O", "C", "C", "C", "N", "H", "H", "H", "H", "H", "H", "H", "H", "H", "H", "H", "C", "O", "C", "C", "C", "N", "H", "H", "H", "H", "H", "H", "H", "H", "H", "H", "H", "C", "O", "C", "C", "C", "N", "H", "H", "H", "H", "H", "H", "H", "H", "H", "H", "H"],
  "positions_angstrom": [[20.91366, -0.87456, -24.71308], [19.50109, -0.55555, -24.75293], [19.25564, 0.33866, -25.82942], [17.94984, 1.12830, -25.54336], [16.82115, 0.13438, -25.19110], [17.53986, 1.86016, -26.78181], [21.38296, -1.22957, -25.63059], [21.14534, -1.60406, -23.93703], [21.50772, -0.03539, -24.35117], [20.03919, 1.08110, -25.98087], [19.16296, -0.12518, -26.81143], [18.03192, 1.72245, -24.63322], [16.63675, -0.58080, -25.99273], [15.85880, 0.63334, -25.07700], [16.93022, -0.50942, -24.31833], [18.34277, 2.37155, -27.11933], [17.13714, 1.26838, -27.49435], [32.15217, 2.56785, -20.51330], [33.40513, 3.21787, -20.83678], [34.44328, 2.34760, -21.13889], [35.76121, 3.05309, -21.50637], [36.94534, 2.09619, -21.58321], [36.20212, 3.96000, -20.52618], [32.26652, 1.64643, -19.94233], [31.50016, 2.44507, -21.37812], [31.60231, 3.18181, -19.80000], [34.70670, 1.74726, -20.26808], [34.27680, 1.56372, -21.87775], [35.61425, 3.64470, -22.40997], [37.31989, 1.75630, -20.61767], [37.79207, 2.60712, -22.04157], [36.80564, 1.32090, -22.33655], [36.36602, 3.49132, -19.64665], [35.40247, 4.52448, -20.27712], [15.78928, 7.05693, -19.98234], [15.62434, 7.99675, -21.06002], [14.93774, 7.60036, -22.22131], [15.80762, 6.51227, -22.89703], [17.24970, 6.80041, -23.18668], [15.22959, 6.12447, -24.15578], [16.26940, 6.10187, -20.19553], [14.89075, 6.85885, -19.39797], [16.43494, 7.52389, -19.23858], [13.92317, 7.29481, -21.96558], [14.92090, 8.49005, -22.85081], [15.69101, 5.64180, -22.25144], [17.71220, 7.11797, -22.25214], [17.27476, 7.66389, -23.85142], [17.85616, 5.92854, -23.43190], [15.71205, 5.34925, -24.58749], [15.44335, 6.88022, -24.79080], [26.15154, -6.06491, -20.77552], [27.38363, -6.73536, -20.69466], [28.22839, -6.58955, -21.84551], [27.61026, -7.17906, -23.09062], [27.01743, -8.58915, -22.85069], [28.54835, -7.20950, -24.19860], [26.24939, -4.98752, -20.90880], [25.69869, -6.20650, -19.79420], [25.47626, -6.53955, -21.48743], [28.58640, -5.56006, -21.85392], [29.06170, -7.27407, -21.68702], [26.78034, -6.54303, -23.39850], [27.90449, -9.21878, -22.91991], [26.33427, -8.90653, -23.63851], [26.43222, -8.68046, -21.93565], [29.46361, -7.56152, -23.95679], [28.60080, -6.22096, -24.39895], [12.62877, 2.56413, -16.72031], [12.26768, 2.74872, -18.05458], [11.57269, 1.62484, -18.58116], [12.26858, 0.31502, -18.84390], [13.43513, 0.33735, -19.88266], [11.33777, -0.72769, -19.33052], [12.87703, 3.50173, -16.22297], [13.49131, 1.90836, -16.60158], [11.75673, 2.20289, -16.17519], [10.64260, 1.47707, -18.03233], [11.21032, 1.97925, -19.54614], [12.68926, -0.14368, -17.94907], [14.16938, -0.44764, -19.70162], [13.89676, 1.31876, -19.99144], [12.93641, 0.12210, -20.82767], [11.91675, -1.55525, -19.32629], [11.12953, -0.58944, -20.30911], [23.42102, -2.55316, -12.12990], [24.60828, -1.88990, -12.29864], [25.03176, -1.08099, -11.20855], [26.52870, -0.78029, -11.51211], [27.38764, -0.15012, -10.37739], [26.58767, 0.08589, -12.58293], [23.55908, -3.27956, -11.32904], [23.08620, -3.06878, -13.02997], [22.56427, -1.98506, -11.76747], [24.44598, -0.17477, -11.05453], [24.96070, -1.63494, -10.27250], [27.00534, -1.73678, -11.72669], [27.09866, 0.76854, -9.86685], [28.44663, -0.09880, -10.63039], [27.38770, -0.85762, -9.54821], [27.58529, 0.03487, -12.73208], [26.06808, -0.32331, -13.34626], [33.14669, -1.08225, -26.04239], [32.22355, -2.10680, -25.74801], [31.12492, -1.71461, -24.92335], [29.90962, -1.25963, -25.72042], [28.79694, -0.67147, -24.87121], [29.32454, -2.38082, -26.38037], [33.98263, -1.50955, -26.59621], [33.54689, -0.54211, -25.18437], [32.82785, -0.36086, -26.79475], [30.89884, -2.53771, -24.24549], [31.43994, -0.97568, -24.18657], [30.17751, -0.50902, -26.46400], [28.18518, -1.36913, -24.29928], [28.03674, -0.18676, -25.48380], [29.10996, 0.06872, -24.13485], [28.66775, -2.09613, -27.09288], [30.10698, -2.77893, -26.87976], [26.50794, -7.84491, -11.86715], [26.65638, -7.01057, -13.10261], [26.19782, -7.66518, -14.33679], [27.16139, -8.76466, -14.86888], [28.61354, -8.26974, -15.11216], [26.69123, -9.17053, -16.12065], [26.80236, -7.24521, -11.00588], [27.33412, -8.55554, -11.84424], [25.63993, -8.48983, -11.73028], [25.15993, -7.99121, -14.26903], [26.23396, -6.78665, -14.98097], [27.24099, -9.63767, -14.22110], [29.25482, -9.07213, -15.47690], [29.16122, -8.03503, -14.19944], [28.66331, -7.39391, -15.75911], [27.33386, -9.85632, -16.49053], [26.58727, -8.40108, -16.76659], [20.70078, 3.04987, -12.65245], [21.63537, 4.03050, -12.58967], [22.42804, 4.06250, -13.75961], [23.57975, 5.11281, -13.52751], [24.25876, 5.42080, -14.82759], [24.49027, 4.60002, -12.53220], [20.36890, 2.74577, -11.65974], [20.99591, 2.08058, -13.05427], [19.78669, 3.38907, -13.13977], [22.91273, 3.11072, -13.97708], [21.85402, 4.37968, -14.63024], [23.14845, 6.04499, -13.16266], [25.20491, 5.94693, -14.70078], [23.51826, 5.89785, -15.46961], [24.54450, 4.53909, -15.40121], [24.86567, 3.72025, -12.85651], [23.96404, 4.39236, -11.69550], [33.36688, -5.07261, -19.93225], [32.50516, -4.18717, -19.31161], [32.35740, -4.24113, -17.93476], [31.64125, -2.99885, -17.46926], [31.46806, -2.98759, -15.97876], [30.28348, -3.04752, -18.00738], [34.38546, -4.68483, -19.91764], [32.99256, -5.15353, -20.95276], [33.42336, -6.02088, -19.39778], [31.87054, -5.20076, -17.76103], [33.35367, -4.21636, -17.49323], [32.08081, -2.07557, -17.84665], [32.32870, -3.12858, -15.32492], [30.83797, -3.80586, -15.63014], [31.04645, -2.05154, -15.61248], [30.10969, -4.03918, -18.08797], [30.31705, -2.83105, -18.99333], [20.49835, 1.42505, -18.91211], [21.89633, 1.32709, -18.53774], [22.29380, 0.02819, -18.05488], [23.87384, 0.00182, -17.91299], [24.55253, 0.27459, -19.25855], [24.26724, -1.30967, -17.47403], [20.17485, 0.66320, -19.62137], [20.27439, 2.38588, -19.37552], [19.88313, 1.19363, -18.04260], [21.86683, -0.20346, -17.07910], [21.95130, -0.64535, -18.84047], [24.12070, 0.65711, -17.07767], [24.32922, 1.25883, -19.67027], [24.29174, -0.39816, -20.07555], [25.64243, 0.26075, -19.25467], [25.25884, -1.31542, -17.28222], [23.88185, -1.41365, -16.54625], [23.60784, 6.72780, -22.44987], [24.46238, 7.18479, -23.51937], [25.58085, 7.99799, -23.08594], [26.73527, 8.28302, -24.06835], [27.71273, 9.30961, -23.56330], [26.14997, 8.78566, -25.30812], [24.11387, 6.41428, -21.53677], [22.87553, 5.98095, -22.75653], [22.97703, 7.55380, -22.12136], [25.15623, 8.97790, -22.86783], [25.99858, 7.56355, -22.17772], [27.24584, 7.33422, -24.23325], [28.12396, 8.98478, -22.60754], [27.16361, 10.23729, -23.40211], [28.52506, 9.46194, -24.27395], [25.37374, 8.14192, -25.25207], [25.77783, 9.69589, -25.07769]],
  "mulliken_charge": [-0.830, -0.302, -0.524, 0.399, -1.436, -0.641, 0.316, 0.287, 0.328, 0.364, 0.285, 0.229, 0.321, 0.381, 0.338, 0.252, 0.234, -0.679, -0.324, -0.553, 0.356, -1.361, -0.739, 0.260, 0.261, 0.278, 0.275, 0.290, 0.328, 0.326, 0.374, 0.362, 0.267, 0.279, -0.693, -0.349, -0.547, 0.379, -1.309, -0.732, 0.270, 0.305, 0.266, 0.297, 0.281, 0.224, 0.299, 0.367, 0.389, 0.239, 0.312, -0.755, -0.298, -0.778, 0.408, -1.277, -0.704, 0.324, 0.217, 0.293, 0.383, 0.315, 0.378, 0.357, 0.307, 0.284, 0.279, 0.256, -0.730, -0.328, -1.003, 0.653, -1.214, -0.769, 0.265, 0.255, 0.337, 0.445, 0.306, 0.268, 0.344, 0.308, 0.310, 0.287, 0.266, -0.844, -0.242, -0.797, 0.570, -1.434, -0.634, 0.314, 0.262, 0.337, 0.363, 0.380, 0.181, 0.311, 0.378, 0.378, 0.239, 0.243, -0.681, -0.347, -0.762, 0.823, -1.536, -0.697, 0.285, 0.242, 0.290, 0.371, 0.304, 0.166, 0.353, 0.362, 0.346, 0.241, 0.247, -0.840, -0.307, -0.797, 0.555, -1.372, -0.666, 0.308, 0.287, 0.346, 0.421, 0.283, 0.236, 0.426, 0.308, 0.299, 0.269, 0.245, -0.780, -0.331, -0.536, 0.451, -1.478, -0.721, 0.292, 0.293, 0.291, 0.277, 0.357, 0.320, 0.389, 0.389, 0.252, 0.228, 0.300, -0.796, -0.212, -0.754, 0.447, -1.410, -0.724, 0.283, 0.216, 0.338, 0.419, 0.363, 0.288, 0.381, 0.260, 0.338, 0.222, 0.342, -0.745, -0.272, -0.750, 0.545, -1.373, -0.731, 0.299, 0.244, 0.308, 0.328, 0.346, 0.250, 0.328, 0.333, 0.381, 0.271, 0.238, -0.732, -0.348, -0.631, 0.300, -1.408, -0.763, 0.292, 0.266, 0.314, 0.282, 0.361, 0.332, 0.358, 0.358, 0.345, 0.376, 0.298],
  "orbital_gap_ev": 9.08,
  "smiles": "COC[C@H](C)N.COC[C@H](C)N.COC[C@H](C)N.COC[C@H](C)N.COC[C@H](C)N.COC[C@H](C)N.COC[C@H](C)N.COC[C@H](C)N.COC[C@H](C)N.COC[C@H](C)N.COC[C@H](C)N.COC[C@H](C)N",
  "total_energy_ev": -94355.2211,
  "e_above_lowest_ev": 8.057,
  "e_lumo_ev": 0.049,
  "total_charge": 0
}

(2)
{
  "formula": "C6H14N2O2",
  "method": "ωB97M-V with the def2-TZVPD basis set",
  "elements": ["C", "C", "C", "O", "N", "H", "H", "H", "H", "H", "H", "H", "C", "C", "C", "O", "N", "H", "H", "H", "H", "H", "H", "H"],
  "positions_angstrom": [[0.47565, 2.12949, -1.58894], [-1.64141, 2.05929, 1.67619], [0.07354, 2.53895, -0.11529], [0.47115, 3.55483, 0.46485], [-1.05075, 1.86541, 0.28962], [-0.16826, 1.15132, -2.07084], [-1.56407, 1.48675, -0.34779], [-2.49110, 2.74918, 1.70213], [0.33368, 3.06596, -2.18849], [1.54455, 1.67960, -1.64690], [-2.15372, 1.25737, 2.07012], [-0.83142, 2.46098, 2.41551], [-0.83297, -3.11898, -0.47875], [2.02052, -1.09192, 0.27408], [0.86002, -2.02638, 0.54249], [0.13425, -1.86983, 1.49154], [0.60223, -2.79944, -0.60228], [0.86524, -2.44072, -1.52009], [-0.77196, -3.86573, 0.47673], [1.78787, -0.22608, 0.82827], [-1.48231, -2.40980, -0.10586], [-1.15709, -3.55258, -1.43920], [2.95537, -1.56976, 0.68824], [2.02098, -1.02791, -0.81529]],
  "mulliken_charge": [-1.962, -1.211, 0.761, -0.371, -0.188, 0.477, 0.444, 0.395, 0.311, 0.221, 0.440, 0.189, -1.708, -1.341, 0.521, -0.243, -0.516, 0.737, 0.129, 0.174, 0.132, 0.846, 0.327, 0.435],
  "multiplicity": 2,
  "orbital_gap_ev": [2.99, 9.68],
  "total_energy_ev": -13521.4516,
  "e_above_lowest_ev": 3.312,
  "e_lumo_ev": [3.740, 3.512],
  "total_charge": -1
}

Number 1: molar mass 1069.656 g mol⁻¹. Number 2: molar mass 146.190 g mol⁻¹.